Here is a molecular structure, C23H31BiN6O4PSSe3Te from the OMol25 dataset. Energies are from ωB97M-V with the def2-TZVPD basis set.

Structure (ORCA input):
```
! RIJCOSX wB97M-V def2-TZVPD def2/J DEFGRID3
* xyz -1 1
C -0.968 7.217 1.415
C 0.474 5.276 1.440
C -0.627 0.814 -5.170
C 1.794 -1.253 -3.297
C -0.611 4.464 1.834
C -2.048 6.412 1.790
H 0.147 -1.829 3.304
N 2.477 -1.029 -2.024
H -1.111 8.281 1.269
C -4.948 0.644 3.898
H 3.365 -0.565 -2.195
C -0.197 3.121 -4.467
C -2.812 -0.860 2.967
Se 1.896 -2.708 0.218
H 4.857 2.869 -3.936
C -0.429 3.037 1.999
H -3.025 6.858 1.923
C 2.875 2.960 -5.813
H 3.800 2.711 -6.350
Te -1.675 -4.395 -0.046
C 1.756 4.671 1.243
C -0.882 -2.136 3.507
H -3.937 -2.573 3.551
N 2.118 -0.157 -4.210
H -5.847 -1.239 4.398
H -0.158 -0.020 -5.690
C -3.854 1.279 3.344
H 1.682 -0.984 -6.125
H -5.776 1.235 4.267
N 0.379 1.824 -4.839
H -1.163 -1.781 4.500
H -0.617 3.588 -5.362
O 1.557 1.627 -2.398
H 2.139 -2.188 -3.762
C 0.882 2.448 1.807
H 2.924 2.899 1.290
O 1.118 1.236 2.007
C -2.772 0.535 2.872
H 2.795 4.054 -5.766
H 1.112 7.262 0.932
H 0.718 -1.351 -3.091
H -3.800 2.354 3.263
Se 0.830 -4.580 -0.487
H 0.589 3.760 -4.060
C 2.505 -0.545 -5.549
C -1.876 5.062 1.981
H 2.871 0.333 -6.078
N -1.506 2.371 2.430
H 3.310 -1.282 -5.494
H 3.735 2.513 -2.601
H -2.711 4.430 2.241
C 0.270 6.649 1.234
C 1.953 3.353 1.443
H 3.636 4.064 -3.444
Bi -0.689 0.093 0.411
H -0.982 3.010 -3.716
H -0.953 -3.226 3.461
O -1.730 -1.576 2.508
Se -2.284 -1.749 -0.541
H 2.021 2.576 -6.366
C 3.832 2.993 -3.571
H 2.576 5.305 0.922
P 1.671 1.423 -3.854
H -1.168 0.447 -4.295
N 2.892 2.379 -4.489
C -4.986 -0.742 3.971
N -1.625 1.103 2.313
H -1.346 1.285 -5.842
S -2.778 0.849 -0.553
O 2.766 -2.242 -1.382
C -3.920 -1.493 3.502
*
```

Results
ΔE to the lowest compared entry with this formula, charge and spin ... 204.7 kJ/mol
HOMO level ... -0.1489 Eh
E ... -270781.589 eV